[1]
Molecular formula: C33H42F4LaN3S5Si2
Method: DFT, ωB97M-V with the def2-TZVPD basis set

Cartesian coordinates (Å):
La  0.29300  -0.65254  -0.11345
C  -2.13794  2.15904  -2.05960
C  -2.53385  0.94489  -2.88874
N  -2.77246  -0.27755  -2.12301
C  -3.10990  -1.34087  -3.07532
C  -3.35702  -2.70293  -2.43331
C  -3.83827  -0.12527  -1.13028
C  -3.34540  0.15941  0.29113
N  -2.39799  -0.84693  0.73110
C  -2.59081  -1.58145  1.81710
C  -1.73550  -2.71150  2.01017
F  -0.85933  -2.98206  1.00466
C  -1.75102  -3.52920  3.10262
F  -0.89217  -4.56299  3.17433
C  -2.65399  -3.33930  4.13879
C  -3.53007  -2.28259  3.98243
F  -4.43555  -2.05491  4.96153
C  -3.52326  -1.44391  2.89183
F  -4.43813  -0.43443  2.90550
H  -1.85608  2.96948  -2.73436
H  -1.27897  1.93096  -1.42378
H  -2.96114  2.51469  -1.43749
H  -1.72748  0.72742  -3.59348
H  -3.43317  1.19357  -3.48469
H  -2.26824  -1.43172  -3.75999
H  -3.99772  -1.04852  -3.66863
H  -2.68567  -2.85222  -1.58726
H  -3.15578  -3.48286  -3.16774
H  -4.38584  -2.82087  -2.08769
H  -4.40549  -1.05379  -1.08931
H  -4.54062  0.66867  -1.43375
H  -4.23582  0.22833  0.91632
H  -2.86033  1.13682  0.30068
H  -2.66621  -3.97359  5.01092
S  4.24887  -2.58350  -6.81828
C  3.51899  -2.29475  -5.35569
S  1.93319  -2.82889  -4.95164
C  1.84179  -2.18888  -3.31347
C  2.93937  -1.51851  -2.88232
S  3.21039  -0.78342  -1.34957
S  4.24197  -1.40463  -4.07077
S  0.35953  -2.49987  -2.47230
C  3.65221  -4.46395  -0.17176
C  4.54887  -3.97695  0.76580
C  4.11381  -3.03889  1.68228
C  2.78768  -2.60298  1.63998
N  1.94995  -3.02102  0.68411
C  2.37335  -3.93414  -0.18461
C  2.24102  -1.66835  2.65090
C  2.72431  -1.76581  3.95891
C  2.24675  -0.92800  4.95262
C  1.27962  0.01003  4.62626
C  0.79395  0.07944  3.32642
C  1.23629  -0.74787  2.28219
H  3.94631  -5.20604  -0.90166
H  5.57724  -4.31870  0.77689
H  4.79734  -2.61537  2.40529
H  1.65642  -4.23186  -0.94056
H  3.45769  -2.52579  4.20853
H  2.61449  -1.01687  5.96868
H  0.89484  0.68477  5.38478
H  0.02634  0.82132  3.13051
C  -1.52694  2.50244  2.00828
Si  -0.01166  3.25939  1.11244
C  -0.76300  4.88720  0.44810
C  1.17191  3.82494  2.50028
C  0.85671  2.14416  -0.08122
Si  1.49276  2.81262  -1.69448
C  0.82619  4.49281  -2.31702
C  1.14233  1.67907  -3.19060
C  3.36788  3.11691  -1.57893
H  -1.55329  2.79988  3.06090
H  -1.54057  1.41049  1.97972
H  -2.45519  2.85344  1.54948
H  -1.47914  5.29092  1.16891
H  -1.29385  4.72138  -0.49403
H  -0.00192  5.65077  0.26877
H  0.67443  4.41400  3.27660
H  1.98118  4.43168  2.08246
H  1.62933  2.95356  2.97825
H  1.77816  1.85374  0.45629
H  -0.24885  4.46082  -2.51491
H  1.32844  4.75168  -3.25328
H  1.01150  5.29705  -1.60103
H  0.26510  2.02612  -3.74672
H  0.95850  0.64327  -2.89201
H  1.98859  1.66059  -3.88224
H  3.57743  3.81565  -0.76266
H  3.79170  3.53388  -2.49726
H  3.88794  2.17973  -1.36279

Summary:
Total charge   -2
LUMO   4.2 eV
Gap between HOMO and LUMO   5.93 eV
Energy   -4448.11656 Ha
Molecular weight   912.1 g mol⁻¹

Atomic partial charges in e from the Löwdin method, atoms 1 to 8:
1 La 1.651
2 C -0.092
3 C -0.263
4 N -0.176
5 C -0.284
6 C -0.103
7 C -0.189
8 C -0.237



[2]
Molecular formula: C33H42IrN8O2P
Method: DFT, ωB97M-V with the def2-TZVPD basis set

Cartesian coordinates (Å):
Ir  0.78310  -0.37610  -0.59085
N  2.85224  -0.00627  -0.56008
C  3.57325  -0.06206  0.71084
C  4.93451  -0.29979  0.76356
C  5.55181  -0.33317  2.00612
C  4.81462  -0.14102  3.16971
C  3.44689  0.06826  3.10178
C  2.82240  0.10570  1.85884
P  1.04529  0.27047  1.59799
C  0.22879  -0.67932  2.88728
C  0.15658  -2.07031  2.78235
C  -0.39183  -2.81657  3.80961
C  -0.87373  -2.17943  4.94618
C  -0.80575  -0.79968  5.05579
C  -0.26193  -0.04300  4.02795
C  0.66935  2.01663  1.87575
C  -0.65337  2.45834  1.93950
C  -0.92896  3.80306  2.12911
C  0.11072  4.71589  2.25290
C  1.42682  4.28293  2.18617
C  1.70908  2.93881  1.99326
H  3.36702  -0.53844  -1.25879
H  2.80050  0.96163  -0.89315
H  5.51018  -0.44688  -0.14232
H  6.61572  -0.51683  2.06587
H  5.30707  -0.17261  4.13159
H  2.86427  0.18288  4.00778
H  0.53697  -2.56687  1.90612
H  -0.44564  -3.89359  3.72806
H  -1.30386  -2.76281  5.74894
H  -1.17728  -0.30648  5.94344
H  -0.21440  1.03277  4.12376
H  -1.46899  1.75578  1.87257
H  -1.95611  4.13588  2.19643
H  -0.10523  5.76278  2.41931
H  2.23787  4.99003  2.29705
H  2.74059  2.61372  1.94992
C  -0.43425  4.90018  -1.94628
N  0.41651  3.78917  -1.54991
C  -0.01741  2.54397  -1.35696
N  -1.30562  2.26155  -1.50554
O  0.85079  1.66429  -1.03406
H  0.18739  5.78123  -2.06993
H  -1.18061  5.11593  -1.17939
H  -0.92800  4.69742  -2.89786
H  1.40329  3.93755  -1.42745
H  -1.98026  2.97650  -1.71389
H  -1.62220  1.31032  -1.38076
N  2.65358  -5.17344  0.43943
N  1.80606  -4.22431  -0.04965
N  0.64619  -4.54210  -0.57184
C  0.11994  -3.35171  -0.81693
N  0.95805  -2.38151  -0.43615
N  2.05268  -2.96119  0.05559
H  2.44960  -6.06407  0.00357
H  3.61433  -4.86419  0.37854
H  -0.83318  -3.18611  -1.28107
C  0.15687  0.29975  -4.48894
C  -0.62767  -1.00616  -4.34147
C  0.27005  -2.11832  -3.79561
C  -1.94133  -0.81841  -3.60212
C  -3.10429  -0.75616  -4.36462
C  -4.35687  -0.64050  -3.78921
C  -4.46023  -0.63133  -2.40820
C  -3.33706  -0.68997  -1.58705
C  -3.58135  -0.72279  -0.08837
C  -2.98569  -1.93037  0.63373
C  -3.14199  0.55303  0.61719
C  -2.07286  -0.72381  -2.21180
O  -0.93037  -0.60961  -1.48448
H  1.01850  0.15977  -5.14307
H  0.52392  0.64190  -3.51609
H  -0.46489  1.08742  -4.91519
H  -0.91891  -1.32385  -5.34480
H  0.78430  -1.81473  -2.87791
H  1.03979  -2.36508  -4.52758
H  -0.29657  -3.02715  -3.58591
H  -3.01434  -0.81407  -5.44273
H  -5.24221  -0.59518  -4.40743
H  -5.43798  -0.58696  -1.94437
H  -4.66560  -0.79568  0.01780
H  -1.91824  -1.78263  0.80451
H  -3.14351  -2.85179  0.07068
H  -3.45551  -2.05528  1.60998
H  -2.05478  0.63129  0.57275
H  -3.42958  0.52930  1.67119
H  -3.58702  1.44358  0.16934

Summary:
Total charge   +2
LUMO   -6.3 eV
Gap between HOMO and LUMO   6.31 eV
Energy   -2316.45185 Ha
Molecular weight   805.9 g mol⁻¹

Atomic partial charges in e from the Löwdin method, atoms 1 to 8:
1 Ir 1.258
2 N -0.032
3 C -0.299
4 C -0.005
5 C -0.032
6 C -0.036
7 C -0.039
8 C -0.306